(1)
{
  "formula": "C30H41ClF3IN5O8",
  "method": "wB97M-V/def2-TZVPD",
  "molar_mass_da": 819.04,
  "charge": 1,
  "homo_lumo_gap_ev": 8.21,
  "max_force_ev_per_a": 1.14,
  "symbols": ["C", "C", "O", "C", "C", "C", "N", "N", "C", "Cl", "C", "C", "O", "C", "F", "F", "F", "C", "I", "N", "C", "O", "N", "C", "N", "C", "C", "C", "C", "C", "O", "C", "H", "H", "H", "H", "H", "H", "H", "H", "H", "H", "H", "H", "H", "H", "H", "H", "H", "H", "H", "H", "H", "H", "H", "H", "H", "H", "H", "H", "H", "H", "H", "H", "H", "C", "C", "C", "O", "C", "C", "C", "O", "H", "H", "H", "H", "C", "C", "C", "O", "C", "C", "C", "O", "H", "H", "H", "H"],
  "positions_angstrom": [[5.013, 0.684, -0.907], [3.932, -0.204, -0.316], [2.647, 0.167, -0.828], [1.587, 0.040, 0.112], [0.394, -0.552, -0.648], [-0.938, -0.573, 0.151], [-0.780, -1.571, 1.173], [-1.081, 0.808, 0.667], [-2.376, 1.286, 1.120], [-2.405, 2.998, 0.483], [-2.527, 1.439, 2.637], [-2.067, 0.284, 3.531], [-0.665, 0.152, 3.573], [-2.536, 0.610, 4.959], [-2.039, -0.249, 5.843], [-3.889, 0.511, 5.010], [-2.209, 1.854, 5.330], [-3.625, 0.489, 0.482], [-5.387, 1.820, 0.335], [-3.985, -0.636, 1.288], [-5.149, -0.964, 1.526], [-6.199, -1.402, 1.676], [-3.182, 0.049, -0.874], [-4.307, -0.322, -1.854], [-4.586, 0.691, -2.823], [-3.696, 0.632, -4.004], [-2.064, -1.004, -0.847], [-2.599, -2.425, -0.636], [-1.627, -3.498, -1.190], [-1.045, -4.451, -0.143], [-2.020, -4.810, 0.813], [-1.582, -4.781, 2.154], [4.931, 0.756, -1.990], [5.002, 1.672, -0.445], [5.977, 0.242, -0.651], [3.993, -0.126, 0.768], [4.144, -1.228, -0.640], [1.890, -0.669, 0.887], [1.393, 1.030, 0.526], [0.238, 0.041, -1.553], [0.666, -1.575, -0.895], [-1.622, -1.725, 1.708], [-0.009, -1.340, 1.783], [-0.735, 1.453, -0.034], [-3.552, 1.718, 2.880], [-1.919, 2.300, 2.920], [-2.554, -0.660, 3.294], [-0.266, 0.923, 3.156], [-2.764, 0.892, -1.289], [-5.194, -0.604, -1.290], [-4.001, -1.204, -2.407], [-4.483, 1.617, -2.421], [-2.733, 1.117, -3.830], [-3.534, -0.396, -4.325], [-4.193, 1.143, -4.826], [-1.656, -0.969, -1.858], [-3.529, -2.569, -1.183], [-2.842, -2.645, 0.397], [-2.184, -4.110, -1.901], [-0.831, -3.037, -1.776], [-0.146, -4.023, 0.301], [-0.734, -5.359, -0.670], [-0.526, -5.042, 2.256], [-2.155, -5.501, 2.735], [-1.728, -3.794, 2.609], [4.433, 1.732, 3.735], [4.554, 2.864, 4.423], [5.808, 3.663, 4.377], [5.917, 4.692, 5.003], [6.917, 3.147, 3.534], [6.793, 2.014, 2.847], [5.542, 1.221, 2.894], [5.428, 0.189, 2.262], [3.532, 1.132, 3.756], [3.760, 3.257, 5.044], [7.820, 3.743, 3.516], [7.589, 1.619, 2.228], [0.368, 1.776, -5.953], [1.429, 1.514, -6.713], [2.693, 0.994, -6.124], [3.655, 0.756, -6.815], [2.724, 0.780, -4.653], [1.662, 1.045, -3.898], [0.407, 1.558, -4.489], [-0.568, 1.791, -3.791], [-0.560, 2.155, -6.360], [1.427, 1.663, -7.785], [3.651, 0.402, -4.241], [1.669, 0.897, -2.826]],
  "forces_ev_per_a": [[0.01, -0.08, 0.42], [0.51, 0.09, -0.68], [-0.18, 0.01, 0.31], [0.34, -0.35, -0.66], [-0.14, 0.59, 0.46], [1.05, -0.33, -0.09], [-0.28, -0.06, -0.27], [-0.61, -0.32, -0.42], [-0.55, 0.34, -0.13], [-0.01, -0.21, -0.09], [0.17, -0.16, -0.02], [0.10, 0.71, 0.52], [-0.07, -0.20, -0.10], [-0.47, -0.27, -0.16], [0.04, 0.11, -0.03], [0.18, 0.09, 0.01], [0.08, -0.09, 0.06], [0.08, 0.80, 0.80], [0.18, -0.21, 0.00], [-0.17, 0.22, 0.01], [0.30, -0.42, -0.83], [0.10, 0.10, 0.51], [0.11, -0.05, -0.29], [-0.63, -0.02, -0.82], [0.87, -0.19, 0.12], [-0.18, 0.30, -0.08], [-0.20, -0.47, 0.51], [0.13, -0.30, -0.28], [-0.46, -0.08, 0.07], [0.32, -0.13, -0.47], [0.03, 0.16, 0.09], [0.08, -0.02, 0.27], [-0.01, 0.08, -0.02], [-0.14, 0.12, -0.23], [0.04, -0.02, -0.12], [-0.33, -0.18, -0.08], [-0.16, -0.13, 0.28], [-0.06, 0.22, 0.26], [-0.14, -0.10, 0.26], [0.06, -0.11, -0.09], [-0.17, -0.03, -0.28], [0.12, 0.06, 0.18], [-0.17, 0.07, 0.22], [0.11, 0.01, 0.11], [-0.09, -0.08, -0.08], [0.02, 0.01, -0.01], [0.23, -0.12, -0.12], [-0.01, -0.04, -0.03], [0.07, -0.04, 0.03], [0.14, 0.20, 0.34], [0.20, 0.00, 0.15], [-0.64, 0.04, 0.01], [0.09, -0.09, -0.10], [-0.07, -0.06, 0.12], [0.05, 0.05, -0.01], [-0.10, 0.27, -0.07], [-0.06, 0.20, 0.09], [0.11, 0.02, 0.01], [-0.06, 0.04, -0.01], [0.17, -0.07, 0.10], [-0.16, 0.10, 0.30], [0.06, 0.00, 0.03], [0.01, -0.02, -0.10], [-0.11, -0.03, -0.13], [0.01, 0.04, -0.04], [-0.02, 0.03, 0.01], [-0.03, -0.03, -0.02], [0.02, 0.01, 0.02], [-0.01, 0.00, -0.01], [0.01, -0.03, -0.03], [0.01, 0.04, 0.00], [0.07, -0.04, 0.01], [0.07, 0.08, 0.20], [0.02, -0.03, 0.00], [0.03, 0.02, 0.02], [-0.01, 0.02, 0.02], [-0.01, -0.03, 0.00], [-0.02, 0.02, -0.01], [-0.04, 0.01, 0.01], [0.03, 0.00, 0.00], [-0.01, 0.00, -0.01], [-0.04, 0.01, -0.02], [-0.04, 0.01, 0.04], [0.00, 0.03, -0.02], [0.05, -0.12, 0.09], [0.00, 0.01, 0.02], [0.03, -0.01, 0.00], [0.01, 0.00, -0.02], [0.13, 0.02, 0.00]]
}

---

(2)
{
  "formula": "C18H30ClF2N2O8",
  "method": "wB97M-V/def2-TZVPD",
  "molar_mass_da": 475.89,
  "charge": 1,
  "homo_lumo_gap_ev": 8.32,
  "max_force_ev_per_a": 4.94,
  "symbols": ["C", "C", "F", "C", "C", "Cl", "C", "C", "C", "F", "N", "C", "C", "C", "C", "O", "N", "C", "O", "H", "H", "H", "H", "H", "H", "H", "H", "H", "H", "H", "H", "H", "H", "H", "H", "H", "H", "C", "O", "C", "O", "O", "C", "H", "H", "H", "H", "H", "H", "C", "O", "C", "O", "O", "C", "H", "H", "H", "H", "H", "H"],
  "positions_angstrom": [[0.915, -1.734, 0.359], [-0.440, -2.083, -0.426], [-1.263, -2.765, 0.521], [-1.110, -0.700, -0.805], [0.024, 0.045, -1.650], [0.646, -0.792, -3.164], [-0.900, 1.168, -2.303], [-0.337, 2.577, -2.700], [-0.327, 3.436, -1.333], [-0.756, 4.757, -1.525], [-2.118, 0.720, -2.436], [-2.265, -0.663, -1.889], [-3.590, -0.560, -0.960], [-3.814, 0.854, -0.289], [-5.094, 0.774, 0.693], [-6.253, 0.983, -0.159], [-2.387, -1.788, -2.838], [-3.197, -1.514, -3.754], [-3.949, -1.238, -4.589], [1.772, -1.635, -0.363], [1.156, -2.485, 1.158], [0.759, -0.722, 0.852], [-0.179, -2.707, -1.323], [-1.198, -0.021, 0.097], [0.828, 0.612, -1.095], [0.725, 2.479, -3.073], [-1.009, 3.078, -3.457], [0.664, 3.330, -0.816], [-1.094, 2.946, -0.651], [-2.815, 1.340, -2.862], [-3.411, -1.294, -0.110], [-4.521, -0.936, -1.485], [-4.080, 1.676, -1.028], [-2.951, 1.219, 0.340], [-5.146, -0.196, 1.251], [-4.996, 1.675, 1.372], [-6.228, 1.923, -0.432], [5.046, -2.000, -3.862], [4.651, -1.843, -2.498], [5.656, -1.960, -1.616], [6.808, -2.177, -1.883], [5.149, -1.793, -0.385], [6.115, -1.892, 0.663], [4.156, -1.886, -4.480], [5.765, -1.230, -4.146], [5.459, -2.995, -4.032], [6.877, -1.118, 0.560], [6.571, -2.883, 0.674], [5.594, -1.741, 1.608], [-0.960, -1.024, 4.342], [-0.492, 0.280, 3.993], [0.008, 0.981, 5.025], [0.084, 0.603, 6.163], [0.407, 2.173, 4.561], [0.965, 3.032, 5.559], [-1.339, -1.494, 3.434], [-0.144, -1.634, 4.732], [-1.774, -0.962, 5.065], [1.857, 2.583, 5.998], [0.227, 3.257, 6.330], [1.251, 3.963, 5.071]],
  "forces_ev_per_a": [[-0.62, 0.60, -0.31], [0.81, 0.69, 1.70], [0.46, 0.52, -1.42], [3.30, -0.98, -2.42], [-1.49, 2.54, -0.62], [-0.08, 0.52, 1.30], [1.28, -0.04, -0.54], [-0.50, -0.21, 0.70], [-1.13, -1.12, 0.35], [0.92, -1.49, -0.05], [2.73, 0.82, -0.67], [-3.18, 0.06, 3.77], [0.12, -0.44, 0.59], [-0.89, -0.34, 0.69], [0.81, 1.67, -1.38], [0.58, -0.07, 0.71], [-0.57, 1.83, -0.79], [0.63, -0.24, 0.86], [0.47, -0.40, 0.29], [-0.74, -0.23, 0.75], [-0.36, 0.60, -1.00], [0.36, -1.24, -0.29], [-0.89, 0.36, 0.92], [-0.68, -1.03, -1.01], [-0.56, -1.28, -0.59], [-1.37, -0.08, 0.17], [0.80, -0.52, 0.80], [-0.82, 0.73, -0.66], [0.81, 0.77, -0.57], [-0.16, -0.76, 0.14], [-0.25, 0.74, -1.09], [1.02, 0.71, 0.37], [0.41, -1.01, 0.79], [-0.59, -0.56, -0.79], [-0.21, 0.99, -0.62], [-0.16, -1.33, -0.28], [-0.16, -0.78, 0.30], [0.08, -0.04, -0.41], [-0.05, 0.04, 0.22], [0.03, -0.02, 0.07], [-0.30, 0.06, 0.04], [-0.12, 0.02, -0.29], [0.26, -0.03, 0.39], [-0.07, 0.02, 0.27], [0.07, -0.16, 0.08], [0.11, 0.14, 0.06], [0.02, -0.16, -0.10], [0.06, 0.13, -0.11], [-0.18, 0.01, -0.22], [-0.15, -0.40, 0.05], [0.06, 0.17, -0.07], [0.07, 0.14, 0.06], [-0.04, 0.04, -0.31], [-0.14, -0.29, -0.12], [0.20, 0.34, 0.28], [0.10, 0.24, -0.07], [-0.10, 0.11, 0.12], [0.18, 0.01, 0.07], [-0.17, -0.05, 0.06], [0.10, -0.16, 0.01], [-0.11, -0.18, -0.19]]
}

---

(3)
{
  "formula": "C43H67CdGeN2O2SSe",
  "method": "wB97M-V/def2-TZVPD",
  "molar_mass_da": 940.07,
  "charge": 1,
  "homo_lumo_gap_ev": [3.47, 4.56],
  "max_force_ev_per_a": 2.59,
  "relative_energy_kcal_mol": 22.0,
  "symbols": ["Cd", "C", "C", "C", "C", "C", "C", "C", "Se", "C", "C", "C", "C", "C", "C", "O", "C", "C", "C", "C", "C", "C", "C", "C", "C", "O", "C", "C", "C", "C", "C", "C", "H", "H", "H", "H", "H", "H", "H", "H", "H", "H", "H", "H", "H", "H", "H", "H", "H", "H", "H", "H", "H", "H", "H", "H", "H", "H", "H", "H", "H", "H", "H", "H", "H", "H", "H", "H", "H", "H", "H", "H", "N", "C", "S", "N", "C", "C", "C", "C", "C", "C", "H", "H", "H", "H", "H", "H", "H", "H", "C", "C", "C", "C", "Ge", "C", "C", "C", "C", "H", "H", "H", "H", "H", "H", "H", "H", "H", "H", "H", "H", "H", "H", "H", "H", "H", "H", "H"],
  "positions_angstrom": [[0.028, 0.905, -1.007], [-2.213, -2.974, 4.978], [-1.113, -3.785, 4.246], [0.098, -3.695, 5.167], [-1.546, -5.270, 4.100], [-0.771, -3.151, 2.921], [-0.300, -1.862, 2.867], [-0.094, -1.154, 1.658], [0.479, 0.684, 1.832], [2.235, 0.015, 1.552], [2.941, -0.240, 2.739], [4.264, -0.616, 2.696], [4.787, -0.885, 1.428], [4.187, -0.594, 0.215], [2.824, -0.159, 0.264], [2.166, 0.036, -0.829], [4.961, -0.784, -1.102], [4.364, -0.274, -2.411], [6.285, 0.010, -0.940], [5.284, -2.287, -1.226], [5.102, -0.843, 3.997], [5.397, -2.371, 4.019], [4.364, -0.506, 5.312], [6.377, 0.041, 4.031], [-0.436, -1.849, 0.445], [-0.300, -1.281, -0.718], [-0.905, -3.206, 0.490], [-0.965, -3.848, 1.710], [-1.364, -3.867, -0.840], [-1.775, -5.319, -0.578], [-2.601, -3.107, -1.381], [-0.220, -3.936, -1.874], [-2.469, -3.438, 5.922], [-1.926, -1.942, 5.237], [-3.137, -2.899, 4.351], [-0.129, -4.018, 6.217], [0.954, -4.275, 4.789], [0.412, -2.665, 5.198], [-1.680, -5.831, 5.038], [-2.406, -5.412, 3.455], [-0.762, -5.790, 3.563], [-0.020, -1.370, 3.765], [2.422, -0.103, 3.698], [5.768, -1.368, 1.383], [4.206, 0.802, -2.483], [5.064, -0.523, -3.244], [3.396, -0.800, -2.594], [6.090, 1.074, -0.944], [6.828, -0.258, -0.017], [6.912, -0.241, -1.782], [4.373, -2.900, -1.143], [5.805, -2.493, -2.162], [5.976, -2.528, -0.413], [4.433, -2.843, 3.833], [6.067, -2.727, 3.220], [5.817, -2.754, 4.953], [3.449, -1.067, 5.514], [5.062, -0.826, 6.112], [4.153, 0.588, 5.376], [6.964, -0.129, 3.123], [6.117, 1.113, 4.102], [6.972, -0.255, 4.910], [-1.071, -4.902, 1.798], [-2.591, -5.419, 0.129], [-2.153, -5.721, -1.534], [-0.934, -5.938, -0.202], [-3.454, -3.092, -0.700], [-2.315, -2.030, -1.555], [-2.972, -3.539, -2.347], [0.452, -4.741, -1.536], [-0.644, -4.188, -2.859], [0.335, -2.952, -1.910], [0.303, -0.684, -5.551], [-0.648, 0.128, -5.005], [-0.199, 1.183, -3.800], [-1.884, 0.014, -5.553], [-2.862, 1.022, -5.621], [-2.488, 2.387, -5.767], [-3.486, 3.363, -5.831], [-4.819, 3.014, -5.841], [-5.182, 1.678, -5.782], [-4.206, 0.693, -5.697], [1.257, -0.704, -5.202], [0.121, -1.106, -6.456], [-2.053, -0.837, -6.115], [-1.433, 2.643, -5.797], [-3.252, 4.434, -5.806], [-5.604, 3.736, -5.899], [-6.236, 1.383, -5.758], [-4.508, -0.353, -5.588], [-0.771, 7.394, -1.168], [-1.050, 7.025, 0.296], [-1.700, 5.713, 0.573], [-0.756, 4.482, 0.397], [-1.426, 3.203, -0.965], [-3.343, 3.035, -0.379], [-4.376, 3.776, -1.253], [-5.838, 3.173, -1.238], [-6.468, 3.355, 0.130], [-0.775, 8.475, -1.209], [-1.581, 6.916, -1.780], [0.199, 7.036, -1.547], [-1.737, 7.788, 0.655], [-0.160, 7.150, 0.899], [-2.640, 5.605, 0.029], [-1.992, 5.726, 1.638], [-0.619, 3.914, 1.333], [0.228, 4.806, 0.076], [-1.458, 3.963, -2.313], [-3.410, 3.358, 0.663], [-3.444, 1.936, -0.374], [-4.038, 3.809, -2.307], [-4.480, 4.832, -0.972], [-5.823, 2.106, -1.497], [-6.395, 3.733, -1.996], [-6.030, 2.680, 0.855], [-7.526, 3.205, 0.075], [-6.315, 4.380, 0.425]],
  "forces_ev_per_a": [[1.23, -0.73, 0.03], [-0.93, 0.53, -1.03], [-0.46, -0.55, 1.26], [0.60, -0.63, 0.57], [0.50, 0.14, -0.25], [-0.20, -0.69, -0.35], [0.61, 1.66, -1.55], [-1.36, -1.19, 1.85], [-0.13, -0.98, -0.95], [1.12, 0.11, 0.44], [-0.24, 0.68, 0.23], [-0.13, -0.20, 1.12], [1.01, -0.10, -0.58], [-0.72, 0.02, 0.31], [-0.54, 0.33, -0.21], [-0.96, 0.75, -0.14], [0.85, 0.32, 0.58], [-0.88, -1.00, -0.83], [-0.01, -0.77, 0.42], [0.06, 0.32, 0.21], [-0.28, -0.33, -0.27], [0.17, 0.12, -0.39], [0.32, 0.21, 0.03], [-0.29, -0.49, -0.29], [0.40, 1.64, -1.96], [-0.76, -0.43, 1.77], [-0.16, -0.89, -0.34], [0.35, 0.81, -0.46], [-0.11, -0.35, 0.68], [0.04, -0.38, -0.32], [0.30, 1.11, -0.79], [0.44, 0.96, 0.32], [-0.07, -0.35, 0.11], [0.19, -0.34, -0.32], [0.61, -0.13, 0.52], [0.09, 0.18, -0.98], [-0.24, 0.02, 0.14], [0.27, 0.36, 0.32], [-0.08, 0.65, -0.15], [-0.51, 0.20, 0.19], [0.43, -0.27, 0.06], [-0.10, 0.48, 0.68], [0.35, 0.06, -0.41], [-0.13, 0.41, 0.11], [-0.14, -0.03, 0.38], [-0.34, 0.01, 0.61], [0.74, 0.57, -0.13], [-0.01, 0.26, 0.06], [-0.20, 0.17, -0.42], [0.39, 0.07, -0.31], [0.35, 0.14, -0.09], [-0.11, -0.05, -0.05], [-0.18, -0.35, -0.07], [0.00, -0.34, 0.19], [-0.15, 0.39, 0.13], [-0.09, 0.30, 0.08], [-0.10, -0.01, -0.35], [-0.38, 0.55, -0.21], [0.15, -0.78, 0.13], [0.09, 0.15, 0.17], [0.13, -0.51, -0.04], [-0.08, 0.23, -0.34], [-0.65, -0.46, -0.37], [-0.22, 0.14, 0.21], [0.33, -0.10, 0.37], [-0.42, 0.31, -0.39], [0.17, -0.21, 0.20], [-0.39, -1.09, -0.06], [0.51, 0.26, 0.77], [-0.01, 0.37, -0.40], [0.29, 0.07, 0.30], [-0.57, -1.32, -0.26], [-0.74, 0.12, -0.11], [0.57, -1.38, -0.99], [0.22, 0.95, 0.96], [0.74, -1.12, -0.29], [-0.30, 1.98, -0.64], [-0.49, -0.73, 0.29], [0.69, 0.40, 0.25], [-0.35, -0.84, 0.04], [-0.13, -0.27, 0.00], [-0.18, -0.65, 0.63], [-0.56, 0.18, 0.08], [0.17, 0.06, 0.33], [0.14, 0.88, 0.46], [-0.25, 0.11, 0.07], [0.23, -0.54, -0.28], [-0.18, 0.56, 0.03], [0.41, 0.14, -0.13], [0.11, 0.28, -0.12], [-0.34, -1.20, 0.00], [0.03, 1.06, -0.45], [0.04, -1.33, 0.88], [0.49, -0.40, 0.08], [-1.28, 1.83, 0.57], [0.24, -0.81, -0.30], [-0.56, -0.76, -0.87], [1.31, 0.36, 0.13], [0.24, 0.08, -0.59], [-0.10, 0.16, -0.54], [0.67, 0.82, 0.18], [-0.32, 0.02, 0.16], [-0.15, 0.12, 0.18], [0.35, -0.09, 0.19], [0.05, 0.06, -0.21], [-0.04, -0.12, -0.34], [-0.10, 0.33, -0.29], [0.27, 0.13, 0.08], [0.25, -0.36, -0.16], [0.24, -0.07, -0.04], [-0.76, 0.34, -0.05], [-0.07, -0.15, 0.35], [0.24, -0.19, 0.20], [0.06, 0.25, -0.21], [-0.07, -0.24, 0.05], [0.03, -0.06, 0.28], [-0.65, -0.29, 0.15], [0.07, 0.41, 0.45]]
}